<A>
This record from the OMol25 dataset describes the molecule C3H3N3OS. The level of theory is wB97M-V/def2-TZVPD.

Positions of all 11 atoms, in Å:
H1 2.34 -0.56 -0.70
N1 2.37 0.44 -0.39
C1 1.23 0.81 0.09
N2 0.09 -0.02 0.20
O1 0.30 -1.38 -0.03
C2 -1.20 0.47 -0.01
S1 -1.61 2.05 -0.09
C3 -2.20 -0.56 -0.09
N3 -3.04 -1.34 -0.24
H2 1.10 1.82 0.44
H3 0.62 -1.72 0.84

Computed properties:
Molecular weight   129.1 g/mol
HOMO   -9.81 eV
HOMO-LUMO gap   8.3777 eV

Atom-resolved charges from natural (NBO), all expressed in e: atom 1 (H): 0.35, atom 2 (N): -0.60, atom 3 (C): 0.23, atom 4 (N): -0.16, atom 5 (O): -0.52, atom 6 (C): -0.05, atom 7 (S): 0.05, atom 8 (C): 0.21, atom 9 (N): -0.22, atom 10 (H): 0.21, atom 11 (H): 0.49



<B>
This record from the OMol25 dataset describes the molecule C3H3N3OS. The level of theory is wB97M-V/def2-TZVPD.

Positions of all 11 atoms, in Å:
O1 0.58 0.89 1.99
N1 0.92 -0.46 1.97
C1 0.64 -0.85 0.75
C2 -0.02 -0.05 -0.31
C3 -0.42 -0.60 -1.55
N2 -1.06 0.33 -2.34
N3 -1.04 1.54 -1.82
S1 -0.37 1.62 -0.39
H1 0.30 1.17 3.04
H2 0.86 -1.87 0.47
H3 -0.38 -1.72 -1.82

Computed properties:
Molecular weight   129.1 g/mol
HOMO   -9.69 eV
HOMO-LUMO gap   9.3600 eV

Atom-resolved charges from natural (NBO), all expressed in e: atom 1 (O): -0.60, atom 2 (N): -0.08, atom 3 (C): 0.01, atom 4 (C): -0.38, atom 5 (C): -0.06, atom 6 (N): -0.21, atom 7 (N): -0.43, atom 8 (S): 0.79, atom 9 (H): 0.50, atom 10 (H): 0.21, atom 11 (H): 0.23



<C>
This record from the OMol25 dataset describes the molecule C3H3N3OS. The level of theory is wB97M-V/def2-TZVPD.

Positions of all 11 atoms, in Å:
H1 1.30 1.85 -0.35
N1 0.36 2.06 -0.16
C1 -0.23 0.95 -0.21
N2 -1.68 0.96 -0.05
N3 -2.44 0.06 0.04
O1 -1.68 -1.42 -0.16
C2 -0.36 -1.49 -0.19
C3 0.49 -0.43 -0.33
S1 2.27 -0.45 -0.09
H2 -0.11 -2.59 0.30
H3 2.09 0.48 1.20

Computed properties:
Molecular weight   129.1 g/mol
HOMO   -9.12 eV
HOMO-LUMO gap   8.5579 eV

Atom-resolved charges from natural (NBO), all expressed in e: atom 1 (H): 0.35, atom 2 (N): -0.57, atom 3 (C): 0.33, atom 4 (N): -0.11, atom 5 (N): 0.27, atom 6 (O): -0.49, atom 7 (C): 0.22, atom 8 (C): -0.40, atom 9 (S): 0.02, atom 10 (H): 0.21, atom 11 (H): 0.15



<A> is favored, and the nearest alternative lies 0.0212 hartree above it.



<A>
This record from the OMol25 dataset describes a cluster of 2 separate species, CH5O2P in total. The level of theory is wB97M-V/def2-TZVPD.

Positions of all 9 atoms, in Å:
C1 1.07 -0.71 -0.02
O1 -2.69 0.10 -0.14
O2 -0.34 -0.83 0.06
P1 -1.31 0.44 0.13
H1 1.32 -0.02 -0.84
H2 1.46 -1.70 -0.22
H3 1.48 -0.32 0.91
H4 -1.05 1.03 1.39
H5 0.05 2.01 -1.28

Computed properties:
Molecular weight   80.0 g/mol
HOMO (spin up / spin down)   -10.12 / -9.24 eV
HOMO-LUMO gap (spin up / spin down)   9.0468 / 8.3062 eV

Atom-resolved charges from natural (NBO), all expressed in e: atom 1 (C): -0.26, atom 2 (O): -1.02, atom 3 (O): -0.81, atom 4 (P): 1.79, atom 5 (H): 0.20, atom 6 (H): 0.21, atom 7 (H): 0.18, atom 8 (H): -0.08, atom 9 (H): -0.21



<B>
This record from the OMol25 dataset describes a cluster of 2 separate species, CH5O2P in total. The level of theory is wB97M-V/def2-TZVPD.

Positions of all 9 atoms, in Å:
C1 2.00 0.52 0.32
O1 2.61 1.24 -0.37
H1 2.37 -0.53 0.71
H2 0.97 0.77 0.71
O2 -0.92 0.28 -0.05
P1 -2.35 -0.44 -0.45
H3 -0.42 0.77 -0.83
H4 -2.48 -0.94 0.83
H5 -1.77 -1.66 -0.87

Computed properties:
Molecular weight   80.0 g/mol
HOMO   -9.60 eV
HOMO-LUMO gap   10.1216 eV

Atom-resolved charges from natural (NBO), all expressed in e: atom 1 (C): 0.28, atom 2 (O): -0.50, atom 3 (H): 0.09, atom 4 (H): 0.13, atom 5 (O): -1.01, atom 6 (P): 0.66, atom 7 (H): 0.50, atom 8 (H): -0.07, atom 9 (H): -0.09



<B> is favored, and the nearest alternative lies 0.0401 hartree above it.



<A>
This record from the OMol25 dataset describes a cluster of 2 separate species, C2H8N2S in total. The level of theory is wB97M-V/def2-TZVPD.

Positions of all 13 atoms, in Å:
N1 1.05 -0.57 -0.57
C1 0.48 0.03 0.60
C2 -0.71 -0.33 1.07
N2 -1.31 0.23 2.21
H1 2.05 -0.71 -0.50
H2 0.61 -1.44 -0.83
H3 1.03 0.86 1.01
H4 -1.26 -1.15 0.63
H5 -0.90 1.11 2.47
H6 -2.30 0.35 2.08
S1 0.60 1.15 -2.96
H7 0.82 0.28 -1.66
H8 -0.15 0.20 -3.55

Computed properties:
Molecular weight   92.2 g/mol
HOMO   -7.96 eV
HOMO-LUMO gap   8.7346 eV

Atom-resolved charges from natural (NBO), all expressed in e: atom 1 (N): -0.78, atom 2 (C): -0.12, atom 3 (C): -0.02, atom 4 (N): -0.80, atom 5 (H): 0.40, atom 6 (H): 0.39, atom 7 (H): 0.20, atom 8 (H): 0.19, atom 9 (H): 0.37, atom 10 (H): 0.37, atom 11 (S): -0.58, atom 12 (H): 0.27, atom 13 (H): 0.12



<B>
This record from the OMol25 dataset describes the molecule C2H8N2S. The level of theory is wB97M-V/def2-TZVPD.

Positions of all 13 atoms, in Å:
C1 -1.83 -0.09 -0.19
C2 -0.52 0.61 0.13
N1 2.22 0.90 0.48
N2 0.95 -1.44 0.07
S1 0.83 0.05 -0.83
H1 -1.80 -1.14 0.18
H2 -2.73 0.45 0.25
H3 -1.88 -0.13 -1.25
H4 -0.02 0.83 1.04
H5 -0.69 1.59 -0.44
H6 2.75 1.69 -0.06
H7 1.23 -1.17 1.01
H8 1.51 -2.14 -0.39

Computed properties:
Molecular weight   92.2 g/mol
HOMO   -7.91 eV
HOMO-LUMO gap   8.4285 eV

Atom-resolved charges from natural (NBO), all expressed in e: atom 1 (C): -0.62, atom 2 (C): -0.58, atom 3 (N): -0.97, atom 4 (N): -0.98, atom 5 (S): 0.89, atom 6 (H): 0.23, atom 7 (H): 0.22, atom 8 (H): 0.21, atom 9 (H): 0.28, atom 10 (H): 0.22, atom 11 (H): 0.31, atom 12 (H): 0.40, atom 13 (H): 0.39



<A> is favored, and the nearest alternative lies 0.1101 hartree above it.



<A>
This record from the OMol25 dataset describes the molecule C3H2ClNOS. The level of theory is wB97M-V/def2-TZVPD.

Positions of all 9 atoms, in Å:
S1 -2.68 -0.53 0.00
C1 -1.00 -0.02 0.00
N1 0.03 -0.79 0.00
C2 1.09 0.08 0.00
Cl1 2.71 -0.46 0.00
C3 0.65 1.35 0.00
O1 -0.72 1.30 0.00
H1 -3.15 0.73 0.01
H2 1.10 2.36 -0.01

Computed properties:
Molecular weight   135.6 g/mol
HOMO   -8.91 eV
HOMO-LUMO gap   9.5112 eV

Atom-resolved charges from natural (NBO), all expressed in e: atom 1 (S): 0.08, atom 2 (C): 0.35, atom 3 (N): -0.48, atom 4 (C): 0.02, atom 5 (Cl): 0.06, atom 6 (C): 0.02, atom 7 (O): -0.42, atom 8 (H): 0.15, atom 9 (H): 0.23



<B>
This record from the OMol25 dataset describes the molecule C3H2ClNOS. The level of theory is wB97M-V/def2-TZVPD.

Positions of all 9 atoms, in Å:
S1 -2.34 -0.47 -0.13
C1 -0.59 -0.25 -0.05
N1 0.31 -1.35 0.02
C2 1.51 -0.85 -0.03
O1 1.59 0.44 -0.07
C3 0.21 0.78 -0.22
Cl1 -0.42 2.35 -0.06
H1 -2.71 0.85 0.70
H2 2.44 -1.51 -0.17

Computed properties:
Molecular weight   135.6 g/mol
HOMO   -9.12 eV
HOMO-LUMO gap   9.4132 eV

Atom-resolved charges from natural (NBO), all expressed in e: atom 1 (S): 0.05, atom 2 (C): -0.10, atom 3 (N): -0.47, atom 4 (C): 0.35, atom 5 (O): -0.40, atom 6 (C): 0.14, atom 7 (Cl): 0.06, atom 8 (H): 0.17, atom 9 (H): 0.21



<A> is favored, and the nearest alternative lies 0.0501 hartree above it.



<A>
This record from the OMol25 dataset describes a cluster of 2 separate species, C5H14NO in total. The level of theory is wB97M-V/def2-TZVPD.

Positions of all 21 atoms, in Å:
C1 1.82 0.09 -0.87
C2 0.29 -0.32 -0.57
N1 -0.03 0.21 0.79
C3 -1.54 0.39 0.75
C4 -1.83 1.02 -0.69
C5 -0.70 0.43 -1.57
H1 2.40 -0.37 -0.08
H2 2.10 1.14 -1.03
H3 2.02 -0.38 -1.81
H4 0.15 -1.36 -0.49
H5 0.52 1.16 0.80
H6 0.23 -0.47 1.55
H7 -1.89 -0.61 0.81
H8 -1.99 1.13 1.46
H9 -2.80 0.78 -1.02
H10 -1.71 2.05 -0.54
H11 -0.12 1.25 -2.11
H12 -1.02 -0.13 -2.45
H13 0.75 -2.20 2.91
H14 2.16 -1.83 2.16
O1 1.18 -1.98 2.02

Computed properties:
Molecular weight   104.2 g/mol
Net charge   +1
HOMO   -15.59 eV
HOMO-LUMO gap   12.5099 eV

Atom-resolved charges from natural (NBO), all expressed in e: atom 1 (C): -0.63, atom 2 (C): -0.03, atom 3 (N): -0.55, atom 4 (C): -0.22, atom 5 (C): -0.41, atom 6 (C): -0.44, atom 7 (H): 0.21, atom 8 (H): 0.24, atom 9 (H): 0.25, atom 10 (H): 0.23, atom 11 (H): 0.44, atom 12 (H): 0.48, atom 13 (H): 0.22, atom 14 (H): 0.25, atom 15 (H): 0.25, atom 16 (H): 0.21, atom 17 (H): 0.23, atom 18 (H): 0.26, atom 19 (H): 0.51, atom 20 (H): 0.51, atom 21 (O): -0.98



<B>
This record from the OMol25 dataset describes a cluster of 2 separate species, C5H14NO in total. The level of theory is wB97M-V/def2-TZVPD.

Positions of all 21 atoms, in Å:
C1 0.96 -0.35 -0.47
C2 1.49 0.72 0.44
C3 0.34 1.43 1.31
C4 -0.28 -0.44 2.84
C5 -0.63 0.42 1.87
N1 -0.17 0.21 -1.32
H1 0.46 -1.11 0.13
H2 1.73 -0.79 -1.09
H3 2.16 0.33 1.23
H4 2.17 1.50 0.09
H5 -0.06 2.10 0.55
H6 0.80 2.09 2.04
H7 0.71 -0.85 2.95
H8 -1.02 -0.67 3.61
H9 -1.70 0.61 1.84
H10 0.24 0.91 -1.95
H11 -0.68 -0.46 -1.92
H12 -0.81 0.77 -0.75
H13 -1.01 -1.17 -3.97
H14 -2.28 -1.81 -3.50
O1 -1.36 -1.68 -3.21

Computed properties:
Molecular weight   104.2 g/mol
Net charge   +1
HOMO   -13.04 eV
HOMO-LUMO gap   9.6829 eV

Atom-resolved charges from natural (NBO), all expressed in e: atom 1 (C): -0.23, atom 2 (C): -0.46, atom 3 (C): -0.43, atom 4 (C): -0.32, atom 5 (C): -0.28, atom 6 (N): -0.69, atom 7 (H): 0.24, atom 8 (H): 0.24, atom 9 (H): 0.25, atom 10 (H): 0.24, atom 11 (H): 0.18, atom 12 (H): 0.25, atom 13 (H): 0.19, atom 14 (H): 0.22, atom 15 (H): 0.21, atom 16 (H): 0.42, atom 17 (H): 0.47, atom 18 (H): 0.44, atom 19 (H): 0.48, atom 20 (H): 0.50, atom 21 (O): -0.95



<C>
This record from the OMol25 dataset describes a cluster of 2 separate species, C5H14NO in total. The level of theory is wB97M-V/def2-TZVPD.

Positions of all 21 atoms, in Å:
C1 1.45 0.75 0.45
C2 1.09 -0.46 1.35
C3 -0.31 -1.14 1.09
C4 -1.25 -0.38 0.20
C5 -1.44 -0.58 -1.02
N1 -1.71 0.99 0.85
H1 2.55 0.96 0.67
H2 1.34 0.52 -0.57
H3 0.92 1.70 0.46
H4 1.95 -1.16 1.27
H5 1.05 -0.03 2.32
H6 -0.80 -1.46 2.02
H7 -0.22 -2.06 0.49
H8 -2.06 0.12 -1.61
H9 -1.07 -1.46 -1.69
H10 -2.40 0.66 1.52
H11 -0.80 1.44 1.19
H12 -2.20 1.59 0.21
H13 0.92 0.58 -3.13
H14 2.00 -0.24 -3.25
O1 0.99 -0.32 -2.80

Computed properties:
Molecular weight   104.2 g/mol
Net charge   +1
HOMO   -14.73 eV
HOMO-LUMO gap   11.3291 eV

Atom-resolved charges from natural (NBO), all expressed in e: atom 1 (C): -0.64, atom 2 (C): -0.40, atom 3 (C): -0.48, atom 4 (C): 0.15, atom 5 (C): -0.36, atom 6 (N): -0.73, atom 7 (H): 0.25, atom 8 (H): 0.23, atom 9 (H): 0.17, atom 10 (H): 0.25, atom 11 (H): 0.21, atom 12 (H): 0.23, atom 13 (H): 0.26, atom 14 (H): 0.22, atom 15 (H): 0.29, atom 16 (H): 0.45, atom 17 (H): 0.47, atom 18 (H): 0.44, atom 19 (H): 0.46, atom 20 (H): 0.48, atom 21 (O): -0.94



<D>
This record from the OMol25 dataset describes a cluster of 2 separate species, C5H14NO in total. The level of theory is wB97M-V/def2-TZVPD.

Positions of all 21 atoms, in Å:
C1 -0.60 -0.64 1.05
O1 -1.79 -0.57 0.16
C2 0.61 -1.12 0.33
C3 1.08 -0.31 -0.83
C4 2.58 0.08 -0.75
C5 2.85 1.00 0.46
N1 -4.69 0.58 -0.25
H1 -0.47 0.38 1.38
H2 -0.81 -1.32 1.85
H3 -1.95 -1.45 -0.26
H4 0.80 -2.14 0.35
H5 0.43 0.63 -0.86
H6 1.00 -0.90 -1.74
H7 2.90 0.53 -1.71
H8 3.15 -0.89 -0.63
H9 3.95 1.20 0.62
H10 2.50 0.46 1.37
H11 2.34 1.94 0.41
H12 -4.00 0.94 0.42
H13 -5.59 0.95 -0.17
H14 -4.29 0.63 -1.19

Computed properties:
Molecular weight   104.2 g/mol
Net charge   +1
HOMO   -12.16 eV
HOMO-LUMO gap   4.3352 eV

Atom-resolved charges from natural (NBO), all expressed in e: atom 1 (C): -0.21, atom 2 (O): -0.62, atom 3 (C): 0.47, atom 4 (C): -0.55, atom 5 (C): -0.36, atom 6 (C): -0.61, atom 7 (N): -1.09, atom 8 (H): 0.25, atom 9 (H): 0.22, atom 10 (H): 0.50, atom 11 (H): 0.20, atom 12 (H): 0.26, atom 13 (H): 0.32, atom 14 (H): 0.25, atom 15 (H): 0.22, atom 16 (H): 0.26, atom 17 (H): 0.19, atom 18 (H): 0.23, atom 19 (H): 0.36, atom 20 (H): 0.37, atom 21 (H): 0.36



<A> is favored, and the nearest alternative lies 0.0303 hartree above it.



<A>
This record from the OMol25 dataset describes a cluster of 2 separate species, C5H14NO in total. The level of theory is wB97M-V/def2-TZVPD.

Positions of all 21 atoms, in Å:
C1 2.06 1.38 -0.03
C2 1.32 0.89 1.19
C3 1.16 -0.68 0.99
C4 -0.10 -0.96 0.25
C5 -0.18 -1.54 -0.94
N1 -1.35 -0.51 0.95
H1 2.22 2.47 -0.10
H2 3.09 1.01 -0.12
H3 1.50 1.00 -0.91
H4 1.92 0.81 2.13
H5 0.45 1.43 1.39
H6 1.28 -1.23 1.92
H7 2.13 -1.13 0.64
H8 -1.15 -1.68 -1.47
H9 0.65 -1.76 -1.64
H10 -1.46 -0.87 1.92
H11 -1.45 0.55 0.97
H12 -2.19 -0.84 0.41
H13 -1.97 0.98 -1.25
H14 -1.68 1.14 -2.65
O1 -2.43 0.89 -2.09

Computed properties:
Molecular weight   104.2 g/mol
Net charge   +1
HOMO   -14.63 eV
HOMO-LUMO gap   10.7185 eV

Atom-resolved charges from natural (NBO), all expressed in e: atom 1 (C): -0.62, atom 2 (C): -0.40, atom 3 (C): -0.49, atom 4 (C): 0.11, atom 5 (C): -0.34, atom 6 (N): -0.71, atom 7 (H): 0.24, atom 8 (H): 0.23, atom 9 (H): 0.19, atom 10 (H): 0.23, atom 11 (H): 0.18, atom 12 (H): 0.24, atom 13 (H): 0.28, atom 14 (H): 0.23, atom 15 (H): 0.26, atom 16 (H): 0.46, atom 17 (H): 0.45, atom 18 (H): 0.46, atom 19 (H): 0.43, atom 20 (H): 0.48, atom 21 (O): -0.90



<B>
This record from the OMol25 dataset describes a cluster of 2 separate species, C5H14NO in total. The level of theory is wB97M-V/def2-TZVPD.

Positions of all 21 atoms, in Å:
C1 -0.77 -0.11 -1.70
C2 0.67 -0.45 -1.37
C3 1.12 -0.02 0.06
C4 0.13 -0.55 1.07
C5 -0.32 0.17 2.10
N1 -0.32 -1.97 0.89
H1 -0.96 -0.15 -2.77
H2 -0.99 0.91 -1.38
H3 -1.59 -0.69 -1.24
H4 1.31 0.00 -2.12
H5 0.86 -1.53 -1.46
H6 2.15 -0.28 0.28
H7 0.99 1.06 0.14
H8 -0.19 -0.09 3.15
H9 -0.75 1.13 1.87
H10 -0.84 -1.96 0.01
H11 -0.94 -2.31 1.63
H12 0.45 -2.65 0.82
H13 -0.54 2.75 -0.31
H14 0.52 3.67 -0.11
O1 0.01 3.05 0.43

Computed properties:
Molecular weight   104.2 g/mol
Net charge   +1
HOMO   -13.35 eV
HOMO-LUMO gap   9.2576 eV

Atom-resolved charges from natural (NBO), all expressed in e: atom 1 (C): -0.62, atom 2 (C): -0.42, atom 3 (C): -0.49, atom 4 (C): 0.16, atom 5 (C): -0.37, atom 6 (N): -0.71, atom 7 (H): 0.25, atom 8 (H): 0.20, atom 9 (H): 0.18, atom 10 (H): 0.24, atom 11 (H): 0.18, atom 12 (H): 0.25, atom 13 (H): 0.28, atom 14 (H): 0.24, atom 15 (H): 0.25, atom 16 (H): 0.46, atom 17 (H): 0.45, atom 18 (H): 0.44, atom 19 (H): 0.46, atom 20 (H): 0.48, atom 21 (O): -0.93



<A> is favored, and the nearest alternative lies 0.0221 hartree above it.